# 1
Molecular formula: C9H16N3O
Method: DFT, ωB97M-V with the def2-TZVPD basis set

```
29
C9H16N3O, DFT ωB97M-V with the def2-TZVPD basis set
C 0.12 0.52 3.53
C 0.85 1.65 1.48
N 0.59 0.51 2.12
N 0.91 2.85 2.13
N 1.31 1.53 0.24
H 0.19 -0.25 1.57
H 0.26 2.89 2.90
H 1.78 3.35 2.04
H 1.27 0.76 -0.42
H 1.70 2.34 -0.23
H -0.92 0.72 3.78
H 0.82 1.15 4.09
H 0.30 -0.50 3.91
C 1.17 -0.20 -3.24
C -1.16 -0.53 -2.53
C 0.17 -0.74 -2.19
C -2.11 -1.05 -1.65
C 0.52 -1.43 -1.03
C -1.81 -1.87 -0.59
C -0.48 -1.84 -0.16
O -2.73 -2.38 0.28
H -1.51 -0.22 -3.51
H -3.14 -0.72 -1.92
H 0.89 0.81 -3.50
H 1.08 -0.95 -4.05
H 1.56 -1.55 -0.80
H -0.22 -2.27 0.81
H -3.61 -2.11 0.02
H 2.22 -0.45 -3.07
```

Output
charge = +1
DFT total energy = -591.8086 Ha
max |F| = 0.05316 hartree/bohr
relative energy (zero: lowest compared OMol25 entry of this formula, charge and spin) = 29.5 kcal/mol
lowest unoccupied orbital energy = -2.95 eV

=====

# 2
Molecular formula: C22H33NO7P3V
Method: DFT, ωB97M-V with the def2-TZVPD basis set

```
67
C22H33NO7P3V, DFT ωB97M-V with the def2-TZVPD basis set
V -0.28 -1.30 -0.85
O -0.01 -4.34 -0.96
P 0.66 -3.52 -2.16
O 1.38 -4.27 -3.17
O 1.31 -2.33 -1.43
O -0.68 -2.72 -2.76
P -2.22 -2.83 -2.24
O -3.06 -2.26 -3.45
O -2.56 -4.21 -1.87
O -2.19 -1.73 -1.16
H -0.87 -4.74 -1.21
H -3.48 -2.95 -3.95
C -2.61 -1.00 2.01
C -1.34 -1.48 2.72
C -1.20 -0.78 4.07
P 0.10 -1.27 1.58
C 1.48 -2.38 2.12
C 2.80 -1.84 1.58
C 1.57 -2.67 3.61
C 0.65 0.45 1.66
C 1.20 1.07 2.78
C 1.64 2.39 2.76
C 2.22 3.05 3.98
C 1.52 3.08 1.56
C 0.99 2.50 0.43
C 0.55 1.17 0.45
N 0.06 0.53 -0.68
C -0.21 1.29 -1.86
C 0.75 1.35 -2.88
C 2.10 0.70 -2.73
C 0.42 2.03 -4.05
C -0.81 2.66 -4.21
C -1.13 3.42 -5.47
C -1.73 2.59 -3.17
C -1.46 1.91 -2.00
C -2.47 1.82 -0.89
H -3.47 -1.14 2.66
H -2.78 -1.53 1.08
H -2.53 0.07 1.79
H -1.40 -2.56 2.87
H -1.18 0.30 3.94
H -0.31 -1.08 4.62
H -2.07 -1.03 4.69
H 1.25 -3.31 1.60
H 3.09 -0.92 2.09
H 2.74 -1.64 0.51
H 3.59 -2.57 1.74
H 1.82 -1.78 4.19
H 2.38 -3.39 3.78
H 0.66 -3.11 4.01
H 1.30 0.51 3.71
H 2.40 2.32 4.77
H 1.54 3.80 4.38
H 3.16 3.54 3.76
H 1.85 4.12 1.51
H 0.91 3.06 -0.50
H 2.43 0.72 -1.69
H 2.83 1.21 -3.34
H 2.07 -0.35 -3.03
H 1.15 2.08 -4.85
H -0.53 3.07 -6.30
H -0.93 4.48 -5.34
H -2.18 3.31 -5.73
H -2.70 3.07 -3.29
H -3.37 2.37 -1.15
H -2.07 2.23 0.04
H -2.74 0.78 -0.70
```

Output
charge = 0
DFT total energy = -3408.0274 Ha
multiplicity = 3
max |F| = 0.01132 hartree/bohr
relative energy (zero: lowest compared OMol25 entry of this formula, charge and spin) = 9.4 kcal/mol
lowest unoccupied orbital energy (alpha / beta) = -0.14 / 0.25 eV

=====

# 3
Molecular formula: C5H4S2
Method: DFT, ωB97M-V with the def2-TZVPD basis set

```
11
C5H4S2, DFT ωB97M-V with the def2-TZVPD basis set
S 1.15 1.20 2.31
C 0.43 0.37 1.13
C 0.84 -0.95 0.49
C 0.17 -1.03 -0.65
C -0.79 0.07 -0.98
S -0.24 1.68 -1.41
C -0.56 0.97 0.24
H 1.70 -1.52 1.02
H 0.39 -1.68 -1.68
H -1.68 -0.37 -1.24
H -1.41 1.26 0.75
```

Output
structure (SMILES) = S=C1C=C[C@@H]2S[C@H]12
charge = 0
DFT total energy = -989.1972 Ha
max |F| = 0.11782 hartree/bohr
relative energy (zero: lowest compared OMol25 entry of this formula, charge and spin) = 42.5 kcal/mol
lowest unoccupied orbital energy = -0.95 eV

=====

# 4
Molecular formula: C8H19NO
Method: DFT, ωB97M-V with the def2-TZVPD basis set

```
29
C8H19NO, DFT ωB97M-V with the def2-TZVPD basis set
C -0.21 -1.58 1.27
C -0.72 -0.17 1.39
O -0.42 0.48 2.40
C -1.62 0.45 0.30
C -3.05 0.46 0.84
C -1.60 -0.29 -1.05
C -1.15 1.90 0.05
H -0.44 -2.12 2.20
H -0.65 -2.14 0.45
H 0.88 -1.56 1.13
H -3.74 0.92 0.12
H -3.12 1.02 1.78
H -3.40 -0.56 1.04
H -1.98 -1.31 -0.96
H -2.23 0.22 -1.78
H -0.58 -0.34 -1.46
H -1.16 2.49 0.97
H -0.13 1.92 -0.34
H -1.80 2.40 -0.68
C 2.42 -1.04 -1.51
C 2.45 0.27 -0.76
N 3.68 0.41 0.00
H 2.64 -1.89 -0.86
H 3.15 -1.04 -2.33
H 1.44 -1.21 -1.95
H 2.34 1.11 -1.45
H 1.60 0.32 -0.07
H 3.77 -0.37 0.65
H 3.62 1.24 0.59
```

Output
structure (SMILES) = CC(=O)C(C)(C)C.CCN
charge = 0
DFT total energy = -446.2019 Ha
max |F| = 0.03734 hartree/bohr
relative energy (zero: lowest compared OMol25 entry of this formula, charge and spin) = 19.3 kcal/mol
lowest unoccupied orbital energy = 0.77 eV

=====

# 5
Molecular formula: C4H8NO
Method: DFT, ωB97M-V with the def2-TZVPD basis set

```
14
C4H8NO, DFT ωB97M-V with the def2-TZVPD basis set
C 1.59 0.24 1.48
N 0.63 0.67 0.81
C -0.26 0.94 -0.22
O -0.52 2.19 -0.60
C -0.97 -0.11 -0.92
C -0.59 -1.54 -0.37
H 1.50 -0.08 2.53
H 2.62 0.58 1.13
H -0.15 2.93 -0.19
H -0.55 -0.08 -1.86
H -2.07 -0.15 -0.90
H 0.53 -1.72 -0.71
H -1.15 -2.29 -0.83
H -0.61 -1.59 0.66
```

Output
structure (SMILES) = C=[N+]=C(O)CC
charge = +1
DFT total energy = -286.8666 Ha
max |F| = 0.11187 hartree/bohr
relative energy (zero: lowest compared OMol25 entry of this formula, charge and spin) = 47.6 kcal/mol
lowest unoccupied orbital energy = -5.13 eV

=====

# 6
Molecular formula: C4H12NO2S
Method: DFT, ωB97M-V with the def2-TZVPD basis set

```
20
C4H12NO2S, DFT ωB97M-V with the def2-TZVPD basis set
C -1.94 1.97 0.21
C 2.30 0.01 -0.34
C 1.12 -0.11 0.63
C -0.81 1.11 -0.14
N -0.92 0.27 -1.09
O 1.73 0.13 -1.60
O 0.16 1.02 0.74
S -1.15 -2.84 0.92
H -1.74 3.05 0.36
H -2.41 1.67 1.14
H -2.78 1.97 -0.51
H 2.82 -0.90 -0.29
H 2.80 0.94 -0.12
H 1.57 -0.16 1.63
H 0.54 -1.00 0.44
H -2.26 -2.92 0.19
H -0.09 -0.36 -1.16
H -1.69 0.37 -1.72
H 2.46 0.22 -2.26
H -1.64 -2.14 1.97
```

Output
charge = +1
DFT total energy = -762.7618 Ha
max |F| = 0.06037 hartree/bohr
relative energy (zero: lowest compared OMol25 entry of this formula, charge and spin) = 30.9 kcal/mol
lowest unoccupied orbital energy = -3.19 eV

=====

# 7
Molecular formula: C33H84N7O14Sr2
Method: DFT, ωB97M-V with the def2-TZVPD basis set

```
140
C33H84N7O14Sr2, DFT ωB97M-V with the def2-TZVPD basis set
Sr 3.39 3.58 1.11
Sr 0.09 5.78 -0.54
C 0.18 1.21 -1.43
C 0.40 2.69 -1.20
O 1.18 3.04 -0.27
O -0.43 3.46 -1.71
H -0.64 0.69 -0.91
H 1.13 0.72 -1.21
H 0.11 1.00 -2.49
C 4.09 0.60 -0.44
O 3.71 1.07 0.64
N 5.32 0.21 -0.65
N 3.64 0.68 -1.60
H 5.65 0.02 -1.58
H 5.81 -0.11 0.18
H 4.04 0.19 -2.39
H 2.89 1.34 -1.78
C -1.88 -10.80 -2.40
O -1.57 -9.43 -2.69
C -0.23 -9.06 -2.44
C -0.13 -7.49 -2.14
N -0.85 -6.59 -3.03
C -0.58 -5.21 -2.69
C -1.19 -4.27 -3.74
O -0.99 -2.91 -3.20
C -1.60 -1.88 -3.99
H -1.38 -11.53 -3.03
H -2.96 -10.93 -2.45
H -1.60 -11.13 -1.40
H 0.36 -9.25 -3.33
H 0.29 -9.47 -1.57
H 0.94 -7.27 -2.11
H -0.53 -7.43 -1.13
H -1.85 -6.71 -3.00
H 0.49 -5.10 -2.84
H -0.99 -4.92 -1.72
H -2.25 -4.43 -3.95
H -0.72 -4.33 -4.72
H -1.25 -0.90 -3.65
H -2.69 -1.91 -4.11
H -1.34 -1.88 -5.05
C -0.04 1.93 2.62
O 1.39 1.74 2.67
C 1.95 1.82 3.96
C 3.46 1.54 3.82
N 4.30 2.57 3.32
C 4.38 3.78 4.17
C 5.25 4.90 3.43
O 4.50 5.38 2.32
C 5.08 6.54 1.79
H -0.27 2.02 1.56
H -0.48 2.87 2.98
H -0.63 1.22 3.20
H 1.52 1.01 4.55
H 1.81 2.75 4.52
H 3.60 0.62 3.25
H 3.86 1.19 4.77
H 5.19 2.10 3.28
H 4.96 3.58 5.07
H 3.45 4.17 4.57
H 6.12 4.36 3.05
H 5.56 5.63 4.17
H 4.49 6.88 0.93
H 6.13 6.38 1.55
H 5.01 7.36 2.50
C -2.97 3.96 -0.25
O -2.45 5.30 -0.42
C -3.34 6.14 -1.14
C -2.87 7.67 -0.77
N -1.50 7.91 -1.27
C -1.38 8.04 -2.68
C 0.05 7.82 -3.22
O 0.40 6.42 -3.14
C 0.47 5.86 -4.44
H -2.28 3.22 0.17
H -3.25 3.51 -1.20
H -3.76 4.06 0.49
H -4.39 6.11 -0.85
H -3.52 5.89 -2.19
H -2.94 7.77 0.31
H -3.59 8.41 -1.11
H -1.26 8.77 -0.80
H -1.59 9.09 -2.89
H -2.10 7.44 -3.23
H 0.79 8.31 -2.60
H 0.22 8.25 -4.21
H 0.91 4.87 -4.34
H 1.07 6.34 -5.21
H -0.50 5.70 -4.92
C 1.85 -4.15 5.82
O 1.30 -3.65 4.63
C 1.58 -2.26 4.37
C 0.96 -1.84 2.99
N 1.50 -2.49 1.81
C 1.40 -1.72 0.56
C 2.01 -2.49 -0.58
O 3.43 -2.65 -0.31
C 4.16 -3.15 -1.43
H 1.73 -5.24 5.85
H 1.49 -3.93 6.83
H 2.94 -4.16 5.84
H 2.62 -1.93 4.48
H 1.14 -1.57 5.08
H 1.26 -0.79 2.95
H -0.12 -1.95 2.94
H 2.46 -2.74 2.00
H 1.86 -0.74 0.73
H 0.35 -1.46 0.45
H 1.81 -1.98 -1.52
H 1.56 -3.46 -0.78
H 3.76 -4.01 -1.96
H 5.21 -3.20 -1.16
H 4.03 -2.41 -2.22
C -3.27 0.31 1.00
O -3.84 -0.73 0.22
C -2.91 -1.45 -0.60
C -3.52 -2.83 -1.06
N -3.33 -3.87 0.03
C -3.68 -3.52 1.41
C -5.24 -3.39 1.59
O -5.57 -3.02 2.93
C -7.01 -3.04 3.26
H -2.56 0.90 0.42
H -2.86 -0.23 1.86
H -4.13 0.87 1.35
H -1.87 -1.57 -0.29
H -2.95 -0.76 -1.44
H -3.00 -3.23 -1.94
H -4.59 -2.68 -1.18
H -2.33 -3.99 0.06
H -3.23 -2.57 1.73
H -3.40 -4.32 2.09
H -5.79 -4.24 1.17
H -5.66 -2.59 0.98
H -7.63 -2.25 2.84
H -7.10 -3.13 4.34
H -7.40 -3.98 2.87
O -1.16 2.76 -4.41
H -2.10 2.83 -4.57
H -1.02 3.13 -3.54
```

Output
charge = +4
DFT total energy = -2804.3544 Ha
multiplicity = 2
max |F| = 0.17371 hartree/bohr
lowest unoccupied orbital energy (alpha / beta) = -11.08 / -11.98 eV

=====

# 8
Molecular formula: C4H7N2OS2
Method: DFT, ωB97M-V with the def2-TZVPD basis set

```
16
C4H7N2OS2, DFT ωB97M-V with the def2-TZVPD basis set
C 1.74 1.22 -1.10
C 2.89 0.66 -0.67
C 0.95 -0.14 0.48
C -0.36 -0.64 1.40
N 0.66 0.84 -0.40
N -1.55 0.06 1.04
O -0.81 -2.14 -0.79
S 2.56 -0.46 0.59
S -0.47 -2.39 0.87
H 1.57 2.04 -1.81
H 3.87 0.94 -1.04
H -0.07 -0.50 2.53
H -2.04 -0.39 0.25
H -0.34 1.20 -0.16
H -2.25 0.31 1.68
H -0.16 -2.30 -1.46
```

Output
charge = +1
DFT total energy = -1137.4467 Ha
max |F| = 0.08906 hartree/bohr
relative energy (zero: lowest compared OMol25 entry of this formula, charge and spin) = 0.0 kcal/mol
lowest unoccupied orbital energy = -4.09 eV

=====

# 9
Molecular formula: C4H6N2O
Method: DFT, ωB97M-V with the def2-TZVPD basis set

```
13
C4H6N2O, DFT ωB97M-V with the def2-TZVPD basis set
C -1.30 1.18 1.25
C -0.57 0.28 0.30
N -0.70 0.34 -1.04
C 0.38 -0.29 -1.52
C 1.18 -0.76 -0.47
O 2.29 -1.53 -0.48
N 0.64 -0.39 0.71
H -2.33 1.31 0.91
H -0.82 2.16 1.27
H -1.30 0.78 2.26
H 0.54 -0.43 -2.58
H 2.51 -1.74 -1.40
H -0.52 -0.91 0.78
```

Output
charge = 0
DFT total energy = -340.6966 Ha
max |F| = 0.00800 hartree/bohr
relative energy (zero: lowest compared OMol25 entry of this formula, charge and spin) = 61.7 kcal/mol
lowest unoccupied orbital energy = 0.61 eV

=====

# 10
Molecular formula: C4H10NO
Method: DFT, ωB97M-V with the def2-TZVPD basis set

```
16
C4H10NO, DFT ωB97M-V with the def2-TZVPD basis set
O 1.06 0.72 -0.40
C 0.00 0.46 0.22
C -0.85 -0.63 -0.03
C -2.02 -0.78 0.88
C -3.45 -0.42 0.30
N 5.15 0.94 -0.85
H -0.11 0.91 1.23
H -0.69 -1.20 -0.87
H -1.75 -0.17 1.72
H -2.11 -1.79 1.31
H -3.25 0.53 -0.24
H -3.67 -1.16 -0.50
H -4.29 -0.28 0.99
H 4.56 0.55 -1.59
H 6.09 0.43 -0.95
H 5.35 1.89 -1.24
```

Output
charge = +1
DFT total energy = -287.9753 Ha
max |F| = 0.10901 hartree/bohr
relative energy (zero: lowest compared OMol25 entry of this formula, charge and spin) = 117.8 kcal/mol
lowest unoccupied orbital energy = -9.20 eV

=====

# 11
Molecular formula: C2H3NO4
Method: DFT, ωB97M-V with the def2-TZVPD basis set

```
10
C2H3NO4, DFT ωB97M-V with the def2-TZVPD basis set
C 2.20 1.89 -1.45
C -0.71 -0.50 -0.61
N 0.24 -0.21 1.57
O -0.55 -0.98 0.68
O -1.59 -1.26 -1.25
O 2.17 1.68 -0.34
O -0.36 0.59 -0.96
H -1.89 -1.99 -0.69
H -0.37 0.43 2.07
H 0.85 0.36 0.97
```

Output
charge = 0
DFT total energy = -433.6809 Ha
max |F| = 0.06257 hartree/bohr
relative energy (zero: lowest compared OMol25 entry of this formula, charge and spin) = 51.9 kcal/mol
lowest unoccupied orbital energy = 0.52 eV

=====

# 12
Molecular formula: C11H15ClNO10S2
Method: DFT, ωB97M-V with the def2-TZVPD basis set

```
40
C11H15ClNO10S2, DFT ωB97M-V with the def2-TZVPD basis set
C 2.02 0.59 -0.09
C 2.04 -0.55 -0.48
C 2.36 -1.98 -0.83
S 3.79 -1.96 -1.98
O 3.56 -0.80 -2.85
O 3.81 -3.18 -2.77
N 5.19 -1.63 -1.15
S 5.44 -2.64 0.10
O 4.51 -3.77 0.19
O 6.84 -3.06 0.12
Cl 5.26 -1.48 1.83
H 2.20 1.59 0.21
H 2.59 -2.54 0.08
H 1.51 -2.42 -1.36
C -2.50 -0.50 -3.00
C -2.57 -1.18 -1.65
C -2.81 -0.26 -0.49
O -2.22 -0.99 0.60
C -1.24 -1.77 0.06
O -0.44 -2.37 0.69
O -1.31 -1.76 -1.30
H -2.09 -1.17 -3.75
H -3.49 -0.17 -3.32
H -1.84 0.37 -2.96
H -3.32 -1.98 -1.68
H -3.86 -0.06 -0.30
H -2.28 0.69 -0.59
C -1.52 2.25 3.68
C -1.30 2.94 2.35
C -2.56 3.22 1.57
O -2.06 3.25 0.22
C -0.96 2.46 0.18
O -0.41 2.11 -0.80
O -0.58 2.10 1.44
H -0.58 1.87 4.07
H -1.95 2.94 4.41
H -2.19 1.40 3.57
H -0.71 3.85 2.50
H -3.03 4.17 1.83
H -3.30 2.42 1.65
```

Output
charge = -1
DFT total energy = -2491.8864 Ha
max |F| = 0.06824 hartree/bohr
lowest unoccupied orbital energy = 1.97 eV

=====

# 13
Molecular formula: C15H32NO
Method: DFT, ωB97M-V with the def2-TZVPD basis set

```
49
C15H32NO, DFT ωB97M-V with the def2-TZVPD basis set
C -4.27 0.91 -1.08
C -3.28 0.87 0.09
C -3.49 2.13 0.93
C -1.82 0.77 -0.41
C -1.59 -0.31 -1.47
C -1.73 -1.72 -0.91
C -0.72 -1.95 0.20
C -0.84 -3.36 0.78
C -0.91 -0.90 1.29
C -0.84 0.53 0.75
O 0.48 0.85 0.25
C 1.47 1.08 1.21
C 2.70 0.18 1.02
N 3.42 0.34 -0.27
C 4.71 -0.37 -0.17
C 3.68 1.76 -0.57
C 2.64 -0.25 -1.38
H -4.32 -0.04 -1.59
H -5.27 1.13 -0.70
H -4.00 1.68 -1.79
H -3.52 0.01 0.71
H -2.89 2.13 1.84
H -3.24 3.02 0.36
H -4.53 2.21 1.23
H -1.56 1.74 -0.85
H -2.28 -0.16 -2.30
H -0.58 -0.18 -1.87
H -2.74 -1.87 -0.52
H -1.57 -2.44 -1.71
H 0.29 -1.84 -0.22
H -1.84 -3.51 1.20
H -0.68 -4.10 0.01
H -0.12 -3.52 1.58
H -1.88 -1.04 1.76
H -0.16 -1.03 2.08
H -1.05 1.23 1.57
H 1.09 0.87 2.22
H 1.76 2.14 1.19
H 3.40 0.39 1.83
H 2.38 -0.87 1.09
H 5.22 -0.36 -1.14
H 5.36 0.10 0.57
H 4.55 -1.41 0.12
H 4.16 2.24 0.28
H 2.75 2.26 -0.81
H 4.35 1.84 -1.43
H 1.63 0.18 -1.36
H 2.56 -1.33 -1.25
H 3.12 -0.04 -2.33
```

Output
structure (SMILES) = CC(C)[C@@H]1CC[C@H](C)C[C@H]1OCC[N+](C)(C)C
charge = +1
DFT total energy = -720.5057 Ha
max |F| = 0.02222 hartree/bohr
relative energy (zero: lowest compared OMol25 entry of this formula, charge and spin) = 0.0 kcal/mol
lowest unoccupied orbital energy = -2.50 eV

=====

# 14
Molecular formula: C2O2S
Method: DFT, ωB97M-V with the def2-TZVPD basis set

```
5
C2O2S, DFT ωB97M-V with the def2-TZVPD basis set
C 0.88 -0.08 1.35
C -1.13 -0.30 -0.60
O 1.59 0.08 0.49
O -1.87 0.50 -0.11
S -0.32 -1.48 -1.24
```

Output
charge = 0
DFT total energy = -624.8812 Ha
max |F| = 0.07772 hartree/bohr
relative energy (zero: lowest compared OMol25 entry of this formula, charge and spin) = 7.1 kcal/mol
lowest unoccupied orbital energy = 0.46 eV

=====

# 15
Molecular formula: C2H6Cl2NOP
Method: DFT, ωB97M-V with the def2-TZVPD basis set

```
13
C2H6Cl2NOP, DFT ωB97M-V with the def2-TZVPD basis set
C -1.52 -1.02 0.38
C -0.18 -0.32 2.11
N -1.10 -1.28 1.57
O 1.29 1.63 -1.49
P 0.73 0.28 -2.15
Cl -0.21 1.13 -3.77
Cl 2.49 -0.19 -2.99
H -2.15 -1.64 -0.10
H -1.28 -0.02 -0.05
H 1.71 1.62 -0.54
H 0.57 -0.76 2.91
H 0.32 0.17 1.27
H -0.69 0.41 2.83
```

Output
charge = 0
DFT total energy = -1471.3952 Ha
multiplicity = 3
max |F| = 0.08525 hartree/bohr
relative energy (zero: lowest compared OMol25 entry of this formula, charge and spin) = 0.0 kcal/mol
lowest unoccupied orbital energy (alpha / beta) = 0.29 / -2.52 eV

=====

# 16
Molecular formula: CH2ClNO
Method: DFT, ωB97M-V with the def2-TZVPD basis set

```
6
CH2ClNO, DFT ωB97M-V with the def2-TZVPD basis set
C 0.64 0.47 0.17
N -1.14 -1.27 -0.81
O -1.68 -1.42 0.20
Cl 0.43 2.00 -0.33
H 1.33 -0.18 -0.43
H 0.42 0.39 1.20
```

Output
charge = 0
DFT total energy = -629.3312 Ha
max |F| = 0.05389 hartree/bohr
relative energy (zero: lowest compared OMol25 entry of this formula, charge and spin) = 106.4 kcal/mol
lowest unoccupied orbital energy (alpha / beta) = 0.20 / -0.27 eV